Record 1
Below is a structure of composition C7H18ClI2OP2Y at a distorted geometry, with properties calculated with wB97M-V/def2-TZVPD.

Last column: Mulliken charge in e.
CARTESIAN COORDINATES (ANGSTROEM)
I -0.995 2.654 1.393  -0.06
I 1.334 2.829 -0.363  -0.05
Y -0.132 -1.952 -0.359  0.83
Cl -0.284 -4.363 -0.807  -0.42
P 1.470 -1.079 1.858  0.82
P -1.563 -0.156 -2.072  0.83
O 0.347 5.546 1.023  -0.23
C -3.286 -0.768 -2.109  -1.15
C 3.115 -1.861 1.644  -1.15
C -1.920 1.598 -2.349  -1.04
C -1.076 -0.578 -3.788  -1.15
C 0.885 -2.038 3.302  -1.15
C 0.275 4.389 0.809  0.38
C 2.016 0.401 2.749  -1.04
H 1.138 0.947 3.107  0.29
H 2.671 0.105 3.583  0.40
H -0.979 2.136 -2.498  0.29
H 3.779 -1.122 1.176  0.38
H 2.540 1.064 2.054  0.29
H -3.325 -1.836 -1.841  0.41
H -2.579 1.710 -3.224  0.40
H 3.041 -2.758 1.006  0.40
H -3.870 -0.176 -1.396  0.38
H -0.698 -1.611 -3.847  0.40
H 3.489 -2.057 2.666  0.37
H -2.384 2.018 -1.451  0.29
H -1.967 -0.390 -4.414  0.37
H -3.667 -0.542 -3.119  0.37
H -0.288 0.119 -4.098  0.38
H 0.180 -1.412 3.859  0.38
H 0.388 -2.967 2.982  0.41
H 1.773 -2.201 3.937  0.37

Values from the calculation:
DFT total energy, eV: -57926.693
Largest force on an atom, eV Å⁻¹: 4.3
Multiplicity: 1
Charge: +2
Energy relative to the best compared isomer or geometry (same formula, charge and spin), kcal/mol: 0.0

***

Record 2
Below is a cluster of 2 separate species, C7H18INO2P in total at a distorted geometry, with properties calculated with wB97M-V/def2-TZVPD.

Last column: Mulliken charge in e.
CARTESIAN COORDINATES (ANGSTROEM)
I -3.496 -0.489 -0.100  0.09
P -1.699 1.014 0.461  0.56
O -0.541 0.359 1.290  -0.28
O 1.002 2.626 0.014  -0.61
N -0.814 1.023 -1.358  -0.20
C -2.235 2.446 1.128  -0.83
C 1.593 -1.929 0.514  -0.86
C -0.402 -0.935 1.848  -0.89
C -0.327 -0.105 -2.236  -0.78
C -0.057 -1.359 -1.455  -0.42
C 1.352 -1.119 -0.780  -0.25
C 1.088 -1.192 1.798  -0.60
H 1.624 3.064 -0.533  0.28
H -0.948 -1.645 1.387  0.55
H 0.484 0.384 -2.798  0.38
H 1.078 -2.968 0.313  0.25
H -1.373 2.870 1.843  0.18
H -1.162 -0.356 -2.975  0.31
H -2.764 3.094 0.462  0.35
H 2.118 -1.483 -1.625  0.33
H -0.033 1.465 -1.056  0.28
H -0.075 -2.125 -2.106  0.62
H 1.576 -1.823 2.650  0.39
H -1.346 1.697 -1.840  0.38
H -0.902 -1.758 -0.701  0.01
H -0.719 -0.762 2.827  0.47
H 1.493 -0.257 1.980  0.36
H 1.344 -0.017 -0.508  0.14
H 2.584 -2.000 0.749  0.46
H 1.558 2.284 0.806  0.33

Values from the calculation:
DFT total energy, eV: -30516.651
Largest force on an atom, eV Å⁻¹: 4.3
Multiplicity: 1
Charge: +1
Energy relative to the best compared isomer or geometry (same formula, charge and spin), kcal/mol: 24.3

***

Record 3
Below is a cluster of 3 separate species, C7H18N2O in total at a distorted geometry, with properties calculated with wB97M-V/def2-TZVPD.

Last column: Mulliken charge in e.
CARTESIAN COORDINATES (ANGSTROEM)
O 0.627 2.364 -1.134  -0.55
N 1.768 -1.849 1.227  -0.85
N -0.763 0.729 -2.164  -0.53
C -0.099 -1.901 -0.963  -1.97
C 1.249 0.909 1.452  -1.47
C -0.311 1.315 -0.945  0.40
C -1.457 1.896 -0.163  -1.54
C 0.948 0.053 0.260  0.42
C -1.122 -1.110 1.196  -1.50
C 0.047 -1.027 0.254  1.20
H 2.310 0.832 1.686  0.29
H 1.045 1.967 1.295  0.44
H -2.050 -0.879 0.670  0.34
H -0.011 0.338 -2.719  0.25
H -2.255 1.169 -0.037  0.32
H 1.356 2.043 -1.677  0.36
H 0.698 0.629 2.347  0.29
H -1.024 -0.461 2.062  0.26
H 1.762 -0.025 -0.455  0.60
H -1.124 2.264 0.805  0.29
H -1.278 1.395 -2.739  0.26
H 0.772 -1.832 -1.614  0.31
H 1.900 -2.651 0.612  0.23
H -1.876 2.754 -0.706  0.47
H 1.319 -2.212 2.069  0.24
H -1.218 -2.136 1.556  0.46
H -0.997 -1.634 -1.520  0.47
H -0.218 -2.941 -0.653  0.49

Values from the calculation:
DFT total energy, eV: -12574.785
Largest force on an atom, eV Å⁻¹: 5.0
Multiplicity: 1
Energy relative to the best compared isomer or geometry (same formula, charge and spin), kcal/mol: 104.8

***

Record 4
Below is an isolated molecule of C7H18N2O, with properties calculated with wB97M-V/def2-TZVPD.

Last column: Mulliken charge in e.
CARTESIAN COORDINATES (ANGSTROEM)
O -1.251 -0.451 -2.535  -0.35
N 1.373 0.072 -2.293  -0.78
N 0.297 -1.756 1.929  -0.52
C 0.091 -0.620 2.832  -0.79
C 1.410 0.962 1.234  -0.97
C 1.065 1.347 -0.202  -1.15
C -0.904 0.389 -1.458  -0.85
C 0.554 0.191 -1.071  1.00
C -2.612 -0.811 -2.592  -0.70
C 0.168 0.722 2.116  -0.40
H -2.759 -1.820 -2.198  0.26
H -0.735 0.878 1.522  0.25
H 1.236 -1.739 1.551  0.18
H 2.338 0.254 -2.043  0.24
H 0.231 -2.620 2.453  0.26
H 0.603 -0.728 -0.475  -0.01
H 0.314 2.143 -0.169  0.34
H -0.916 -0.725 3.237  0.37
H -2.934 -0.792 -3.632  0.25
H 2.056 0.083 1.210  0.46
H 1.987 1.779 1.667  0.41
H 0.153 1.489 2.893  0.38
H 1.942 1.784 -0.683  0.52
H -1.526 0.143 -0.590  0.43
H 1.350 -0.882 -2.628  0.25
H -1.076 1.439 -1.728  0.27
H 0.789 -0.612 3.678  0.31
H -3.240 -0.121 -2.024  0.31

Values from the calculation:
DFT total energy, eV: -12577.791
Largest force on an atom, eV Å⁻¹: 0.4
SMILES string: COC[C@@H](N)CCCCN
Multiplicity: 1
Energy relative to the best compared isomer or geometry (same formula, charge and spin), kcal/mol: 35.5

***

Record 5
Below is a structure of composition C7H18N2O at a distorted geometry, with properties calculated with wB97M-V/def2-TZVPD.

Last column: Mulliken charge in e.
CARTESIAN COORDINATES (ANGSTROEM)
O 1.269 1.984 0.392  -0.61
N -0.341 -0.005 1.664  -0.53
N 0.701 -2.542 2.020  -0.50
C 0.291 -2.551 0.623  -0.65
C 1.424 1.777 -1.954  -1.71
C -0.532 -0.566 0.401  1.26
C 0.493 -0.399 -0.569  -1.43
C 0.546 1.585 -0.739  1.34
C -1.971 -0.628 -0.042  -1.82
C -0.777 2.314 -0.848  -1.57
H -2.486 -1.405 0.527  0.51
H 2.344 1.201 -1.861  0.35
H -2.492 0.309 0.145  0.41
H 1.702 -2.693 2.087  0.21
H 1.097 -2.964 0.010  0.30
H 1.516 -0.490 -0.229  0.50
H 0.236 -3.244 2.592  0.19
H 0.254 -0.735 -1.569  0.31
H -1.350 2.235 0.077  0.30
H -0.605 3.386 -1.013  0.44
H 0.502 -0.413 2.096  0.31
H -1.370 1.935 -1.680  0.27
H 0.743 1.739 1.170  0.44
H -1.135 -0.126 2.280  0.23
H 0.904 1.467 -2.860  0.35
H -2.058 -0.861 -1.101  0.31
H 1.705 2.832 -2.061  0.45
H -0.610 -3.141 0.442  0.35

Values from the calculation:
DFT total energy, eV: -12575.462
Largest force on an atom, eV Å⁻¹: 6.1
Multiplicity: 1
Energy relative to the best compared isomer or geometry (same formula, charge and spin), kcal/mol: 89.2

***

Record 6
Below is a structure of composition C7H18N2OSn at a distorted geometry, with properties calculated with wB97M-V/def2-TZVPD.

Last column: Mulliken charge in e.
CARTESIAN COORDINATES (ANGSTROEM)
Sn -1.115 1.594 0.950  1.11
O -1.752 0.373 -0.723  -0.43
N 0.487 -0.115 2.472  -0.57
N 1.227 2.588 0.470  -0.48
C -3.201 0.154 -0.984  -0.36
C -0.855 -0.886 -1.833  -0.39
C 1.873 -0.398 1.260  -0.83
C 2.236 1.618 0.281  -0.30
C -1.121 -2.150 -1.160  -0.52
C 2.572 0.657 1.360  -0.92
C -3.038 -1.472 -1.644  -0.82
H 0.227 -1.110 2.336  0.26
H -3.285 -2.416 -0.817  0.36
H -3.289 -1.830 -2.606  0.45
H -3.618 -0.251 -0.170  0.43
H 3.838 0.685 1.142  0.32
H 2.459 -1.416 2.167  0.39
H -0.588 -0.710 -2.667  0.64
H 3.119 2.166 -0.546  0.25
H 2.494 1.157 -0.770  0.14
H 2.587 1.800 2.154  0.32
H -1.214 -2.388 -0.121  0.41
H -3.441 0.546 -2.205  0.35
H -1.264 -2.980 -1.881  0.36
H 0.662 0.366 3.147  0.21
H 1.204 3.290 0.975  0.15
H 0.924 3.015 -0.398  0.42
H 1.485 -1.107 0.787  1.09
H 0.390 -0.778 -0.974  -0.05

Values from the calculation:
DFT total energy, eV: -18372.050
Largest force on an atom, eV Å⁻¹: 19.2
Multiplicity: 1
Charge: +2
Energy relative to the best compared isomer or geometry (same formula, charge and spin), kcal/mol: 466.2

***

Record 7
Below is an isolated molecule of C7H18N2SSi at a distorted geometry, with properties calculated with wB97M-V/def2-TZVPD.

Last column: Mulliken charge in e.
CARTESIAN COORDINATES (ANGSTROEM)
S 0.129 1.648 -0.252  0.15
Si -2.459 0.179 0.124  0.34
N -1.335 1.509 -0.097  -0.15
N 0.870 0.320 -0.004  -0.24
C 2.315 0.137 -0.089  1.39
C 2.680 -1.231 0.464  -1.72
C -1.794 -1.289 1.094  -1.00
C 2.861 0.183 -1.520  -1.88
C -2.811 -0.417 -1.662  -1.25
C -3.971 0.958 0.868  -0.99
C 3.007 1.197 0.823  -1.50
H 2.441 -0.520 -2.227  0.42
H -1.820 -1.142 2.138  0.38
H -4.363 0.285 1.647  0.29
H -0.760 -1.652 0.824  0.16
H 1.872 -1.597 0.991  0.49
H -2.535 -2.055 1.001  0.42
H -3.676 -1.036 -1.923  0.36
H -4.728 1.403 0.162  0.32
H 3.811 -0.174 -1.466  0.56
H 2.771 0.833 1.824  0.42
H -3.592 1.964 1.336  0.26
H 3.126 1.163 -1.780  0.46
H 2.641 -1.844 -0.403  0.42
H 4.063 1.106 0.765  0.40
H -2.027 -1.028 -1.894  0.39
H 3.622 -1.349 1.027  0.31
H 2.464 2.159 0.696  0.39
H -2.803 0.288 -2.467  0.40

Values from the calculation:
DFT total energy, eV: -29242.775
Largest force on an atom, eV Å⁻¹: 3.5
Multiplicity: 1
Energy relative to the best compared isomer or geometry (same formula, charge and spin), kcal/mol: 0.0

***

Record 8
Below is an isolated molecule of C7H18N4S at a distorted geometry, with properties calculated with wB97M-V/def2-TZVPD.

Last column: Mulliken charge in e.
CARTESIAN COORDINATES (ANGSTROEM)
S -0.936 1.423 -0.127  0.37
N -0.729 1.845 -1.541  -0.62
N -0.558 -0.220 0.287  0.31
N -2.629 1.355 0.094  -0.42
N 2.118 1.049 -0.032  -0.25
C 1.291 0.176 2.035  -0.60
C 0.597 -2.215 -0.920  -1.39
C -1.956 -2.060 -0.568  -0.96
C -0.609 -1.242 -0.719  0.41
C 2.425 2.157 -0.914  -0.74
C 1.593 1.306 1.069  -0.15
C -0.149 -0.461 1.630  -1.01
H 0.712 -2.910 -0.067  0.33
H -2.889 -1.450 -1.051  0.18
H -2.326 -2.201 0.481  0.24
H -3.219 0.648 -0.248  0.17
H 1.893 3.113 -0.613  0.26
H 1.149 2.288 1.618  0.23
H 2.083 -0.721 1.875  0.26
H 0.391 -2.819 -1.812  0.44
H -2.835 1.649 0.975  0.23
H 2.120 1.854 -2.024  0.22
H 3.522 2.365 -0.805  0.34
H -0.802 0.013 2.303  0.51
H -0.616 -0.506 -1.528  -0.10
H -0.704 1.259 -2.280  0.29
H 1.283 0.524 3.021  0.42
H -1.828 -3.084 -1.067  0.38
H -0.081 -1.456 1.852  0.40
H 1.691 -1.680 -0.927  0.25

Values from the calculation:
DFT total energy, eV: -24341.549
Largest force on an atom, eV Å⁻¹: 4.7
Multiplicity: 1
Energy relative to the best compared isomer or geometry (same formula, charge and spin), kcal/mol: 0.0

***

- What is the energy relative to the best compared isomer or geometry (same formula, charge and spin) in the fifth record?
  89.2 kcal/mol